Entry 1:
Below is C56H29Br2F4FeN9O2P as an isolated structure, with properties calculated with ωB97M-V with the def2-TZVPD basis set.

The value obtained for the energy above the lowest of the compared OMol25 structures with the same formula, charge and spin is 5.7 kcal/mol. The HOMO energy (spin up / spin down) is -3.03 / -4.42 eV. The expectation value of S² is 6.065. The calculation puts the total energy at -9947.270225 Ha. The value obtained for the HOMO-LUMO gap (spin up / spin down) is 4.884 / 5.305 eV.

```
! wB97M-V def2-TZVPD RIJCOSX def2/J DEFGRID3
* xyz -1 5
Fe 0.29362 -0.49552 -0.43382
C -3.56198 -1.35968 3.73558
C -4.54176 -1.09102 2.75245
C -4.23304 -0.39503 1.61143
C -2.91346 0.05242 1.43513
C -2.29241 0.73333 0.36730
N -2.78807 0.76178 -0.93004
C -2.38991 -0.26435 -1.62353
C -3.01766 -0.82596 -2.82249
C -3.92310 -0.33349 -3.74541
C -4.31384 -1.16714 -4.78445
C -3.82489 -2.46984 -4.89122
C -2.93015 -2.97539 -3.96005
C -2.52769 -2.14050 -2.92912
C -1.55601 -2.31476 -1.85897
N -1.01358 -3.46157 -1.49003
C 0.01769 -3.46620 -0.66326
N 0.86519 -2.39132 -0.44541
C 1.99974 -2.85466 0.14530
N 3.16862 -2.22637 0.19827
C 3.19879 -0.94644 -0.17225
N 2.12400 -0.12426 -0.13417
C 2.41580 1.07973 -0.70334
N -0.03253 1.41719 -0.13261
C -0.69265 0.16362 1.87109
N -0.95766 0.82760 0.67812
C -1.91922 -0.26137 2.40053
C -2.25990 -0.96387 3.56832
C 3.77908 1.03730 -1.16473
C 4.55512 1.91464 -1.92089
C 5.84282 1.53634 -2.24867
C 6.36859 0.30902 -1.82409
C 5.60189 -0.58327 -1.09572
C 4.29741 -0.22669 -0.77910
C 1.81879 -4.26149 0.48871
C 2.62430 -5.16617 1.16023
C 2.15643 -6.46269 1.31559
C 0.90881 -6.84171 0.81053
C 0.10198 -5.94127 0.13421
C 0.57099 -4.64511 -0.03332
N -1.42363 -1.14024 -1.17709
H -3.84701 -1.91008 4.62398
H -5.55059 -1.45664 2.90078
H -4.97385 -0.19350 0.84765
H -4.29791 0.67911 -3.66816
H -5.00923 -0.80437 -5.53168
H -4.14330 -3.08665 -5.72286
H -2.53690 -3.98113 -4.03343
H -1.50643 -1.18651 4.31631
H 4.14678 2.85806 -2.26495
H 6.45522 2.19539 -2.85231
H 7.38483 0.04854 -2.09296
H 5.99942 -1.54131 -0.78454
H 3.58071 -4.85286 1.55925
H 2.76045 -7.19583 1.83581
H 0.56138 -7.85699 0.95936
H -0.86812 -6.22727 -0.25163
F 0.49104 5.33079 -5.18762
C 0.70595 4.69330 -4.04113
C 1.12002 5.38957 -2.92405
F 1.32680 6.70295 -2.99876
C 1.32176 4.70822 -1.73772
F 1.71311 5.44788 -0.69368
C 1.16554 3.33426 -1.61494
P 1.26774 2.43145 0.02773
C 2.85519 2.73385 1.02600
C 3.73204 3.75502 0.65528
C 4.92863 3.94134 1.32834
C 5.26805 3.12575 2.39798
C 4.41508 2.09493 2.76103
C 3.23385 1.88373 2.06396
C 0.25436 3.73430 0.98741
C -1.07667 3.93697 0.61974
C -1.88685 4.81844 1.31782
C -1.37795 5.53080 2.39314
C -0.05379 5.35661 2.76041
C 0.75046 4.45893 2.07060
C 0.77579 2.63885 -2.77521
Br 0.56203 0.74514 -2.93413
C 0.53485 3.32512 -3.95599
F 0.14523 2.68029 -5.05654
H 3.48402 4.41836 -0.16208
H 5.59538 4.73703 1.01833
H 6.19331 3.28679 2.93704
H 4.66441 1.44206 3.58971
H 2.62288 1.03273 2.30919
H -1.48741 3.39129 -0.22342
H -2.92277 4.94200 1.02601
H -2.01093 6.21819 2.94130
H 0.35862 5.91590 3.59346
H 1.77692 4.33667 2.38598
Br 2.50022 4.05489 7.60133
C 2.30069 2.56397 6.44473
C 3.12391 1.45761 6.60198
N 3.02039 0.38557 5.82498
C 2.09676 0.38013 4.87363
C 1.22802 1.44686 4.65177
C 1.33349 2.57114 5.46548
C 0.13670 1.39829 3.66281
O -0.87244 2.02973 3.74361
O 0.40523 0.51814 2.63848
H 3.87763 1.43079 7.37950
H 2.03056 -0.51058 4.25879
H 0.66317 3.40503 5.30466
*
```

Entry 2:
Below is C56H30Cl4N8STi as an isolated structure, with properties calculated with ωB97M-V with the def2-TZVPD basis set.

The HOMO energy is -6.54 eV. The calculation puts the total energy at -5678.456294 Ha. The value obtained for the HOMO-LUMO gap is 4.902 eV.

```
! wB97M-V def2-TZVPD RIJCOSX def2/J DEFGRID3
* xyz 0 1
Ti 0.47919 -0.40220 -0.07916
Cl 7.44629 1.18881 6.17897
C 6.18745 0.84804 5.02917
C 5.65658 1.88094 4.27239
C 4.64744 1.60336 3.35934
C 4.16683 0.30567 3.19871
C 4.71811 -0.71273 3.97109
C 5.73073 -0.44936 4.88581
C 3.05224 0.03239 2.23473
C 1.71162 0.34988 2.63707
C 1.30471 0.78060 3.95655
C -0.04205 0.74125 3.99727
C -0.49241 0.27747 2.70587
C -1.77988 -0.05055 2.37924
C -2.84126 0.34540 3.35357
C -3.54826 -0.60425 4.08956
C -4.53315 -0.22154 4.98860
C -4.81620 1.12563 5.14773
Cl -6.05904 1.61088 6.26371
C -4.12344 2.09069 4.43605
C -3.13445 1.69516 3.54166
C -2.17169 -0.61121 1.08384
N -0.94968 -1.50500 -0.89496
C -2.00182 -0.61967 -1.32932
C -1.68142 0.11121 -2.58526
C -2.75748 0.58916 -3.49930
C -3.50344 -0.30437 -4.26733
C -4.49879 0.14423 -5.12220
C -4.75271 1.50347 -5.20967
Cl -6.02488 2.07122 -6.25555
C -4.00717 2.41507 -4.48268
C -3.00811 1.95294 -3.63393
C -0.39996 0.42452 -2.86221
C 0.10614 0.90195 -4.13864
C 1.43229 0.69415 -4.14276
C 1.79560 0.13478 -2.84439
N 0.72198 0.03494 -2.07414
C 3.07168 -0.37410 -2.47681
C 3.35687 -0.72008 -1.18959
C 4.70187 -1.04147 -0.70466
C 4.71059 -0.84922 0.61088
C 3.36481 -0.45074 1.01678
N 2.52523 -0.48244 -0.10524
C 4.16957 -0.39776 -3.49958
C 4.62233 -1.60352 -4.02732
C 5.63993 -1.63749 -4.97347
C 6.20694 -0.44975 -5.39733
Cl 7.47112 -0.48296 -6.59368
C 5.78151 0.76631 -4.88620
C 4.76688 0.78477 -3.93721
C -3.43335 -1.16007 -1.17950
C -3.63769 -0.97041 0.92403
N 0.64729 0.08618 1.89668
H 6.03075 2.88878 4.39759
H 4.22620 2.40590 2.76061
H 4.34678 -1.72820 3.85993
H 6.15668 -1.24243 5.48811
H 1.98673 1.03859 4.75519
H -0.68763 0.95023 4.83786
H -3.31256 -1.65935 3.97136
H -5.07674 -0.96142 5.56484
H -4.35305 3.13956 4.58233
H -2.59236 2.44174 2.96613
H -3.28389 -1.36490 -4.22173
H -5.06907 -0.55233 -5.72432
H -4.20553 3.47520 -4.58033
H -2.42335 2.65693 -3.04988
H -0.50713 1.28991 -4.93975
H 2.12623 0.87479 -4.95067
H 5.53519 -1.31684 -1.33510
H 5.55142 -0.94367 1.28463
H 4.16705 -2.53204 -3.69720
H 5.98682 -2.57816 -5.38427
H 6.24584 1.68517 -5.22305
H 4.43629 1.73307 -3.52278
H -3.93359 -1.42223 -2.10282
H -4.24316 -1.03880 1.82021
S -6.06537 -1.67854 -0.29366
N -5.62361 -0.21007 -0.36717
C -4.17708 -0.08483 -0.24945
C -3.32851 1.15005 -0.21645
C -3.37393 2.47934 -0.28672
C -2.09823 3.20817 -0.23606
C -0.91666 2.54877 -0.15365
N -0.80283 1.18096 -0.07779
C -2.01375 0.46525 -0.10120
C -1.33598 -1.95872 0.44830
N -0.08991 -2.26348 1.02505
C 0.04233 -3.47472 1.62138
C -0.93735 -4.41321 1.67994
C -2.22284 -4.13779 1.05642
C -2.42365 -2.97638 0.43282
C -3.62313 -2.20145 -0.00955
N -4.98296 -2.74743 -0.11101
H -4.31292 3.01735 -0.39963
H -2.08527 4.29080 -0.27491
H 0.01266 3.10032 -0.13167
H 1.01375 -3.68955 2.05615
H -0.73778 -5.35791 2.16954
H -3.02030 -4.87658 1.09530
*
```